The following is a DFT calculation (the ωB97M-V functional and the def2-TZVPD basis) of C19H25N7O3 as an isolated structure at a distorted geometry.

XYZ file:
```
54
Properties=species:S:1:pos:R:3:forces:R:3
C 3.1137 0.3398 0.2557 -0.017 1.203 -7.290
C 3.0367 0.1340 1.6326 1.338 -3.809 3.080
O 3.3840 -1.2711 1.8442 1.228 -0.440 1.951
C 3.4844 -1.5426 3.3010 -3.408 -1.957 -4.160
C 4.1633 -2.8730 3.4893 -11.233 -1.316 7.659
H 4.9918 -3.1108 3.1201 6.849 -1.454 -3.473
C 3.0414 -4.0388 3.3720 1.644 -1.587 -5.798
N 2.8203 -4.1175 1.6304 -3.732 0.004 6.043
C 1.6684 -3.7204 1.1202 -3.658 1.434 2.344
O 0.6220 -3.3164 1.8353 4.009 -1.942 -1.835
C 1.5424 -3.8509 -0.3528 2.607 9.563 0.351
H 2.5013 -3.1544 -0.7427 -1.572 -1.502 1.105
C 0.4467 -3.0676 -1.0145 -3.379 -7.318 6.992
C 0.0882 -1.7583 -0.8983 3.214 9.659 -0.035
O 0.5433 -0.9605 -1.9058 -3.227 -3.326 5.174
N -0.2729 -1.2690 0.4499 0.190 0.807 -3.263
N -0.3433 0.2577 0.6173 -8.392 -9.421 -0.458
C -1.2240 0.8447 -0.1542 -4.952 2.045 -4.742
N -2.4024 0.3052 -0.8987 9.793 -4.423 8.781
C -3.1999 1.0789 -1.4067 -0.193 5.170 -5.785
C -4.2058 0.5340 -2.1247 -4.346 -6.189 3.407
C -5.1952 1.2013 -2.6606 -1.505 5.182 -5.767
C -4.9632 2.6065 -3.0134 0.510 0.874 2.286
C -3.8272 3.2061 -2.3305 -2.661 3.436 -6.272
C -2.8420 2.3543 -1.9821 2.778 2.512 6.578
C -1.7463 3.0478 -1.1878 1.683 -1.260 0.460
N -1.0152 4.3513 -1.0815 -11.258 -2.716 -6.719
C -0.0888 3.9188 -0.4902 13.529 2.717 8.767
N 0.1872 2.7764 0.1910 -2.938 0.652 -3.013
N -0.9444 2.1991 -0.3564 -2.487 -2.477 -0.688
C 0.9315 5.0310 -0.2142 2.704 0.010 3.234
H 0.5565 5.9541 0.2183 -1.028 -0.184 0.215
H 1.3703 5.4303 -1.0782 0.765 -0.006 -1.644
H 1.8480 4.8426 0.5661 -2.190 -0.334 -2.010
H -3.4629 4.3488 -2.6045 -1.327 -2.922 0.971
H -5.7166 3.1579 -3.6675 1.199 -0.595 1.310
H -5.9565 0.9012 -3.4093 0.044 -1.159 1.496
H -4.6237 -0.4830 -1.6751 1.655 1.337 -1.420
H 0.4769 0.5555 0.6866 8.741 3.776 0.650
H -0.4283 -2.0597 1.1835 0.469 2.029 -0.895
H 0.1852 -3.3858 -1.8869 -0.974 -2.035 -5.559
H -0.6049 -3.8146 -0.1898 2.089 2.137 -2.358
H 1.9300 -4.7045 -0.5833 0.837 -5.643 -2.372
H 3.6606 -4.0962 1.2219 3.302 0.107 -2.572
H 3.4446 -5.1956 3.4099 -1.256 3.159 0.910
H 1.9749 -3.7745 3.5784 1.176 -0.412 0.690
H 4.1951 -2.9971 4.6755 0.817 0.653 -2.025
H 2.4366 -1.3032 3.7350 1.496 -1.303 -0.296
H 4.1043 -0.9432 3.7595 3.244 4.176 1.930
H 2.1306 0.0592 2.1672 -1.836 1.579 0.133
H 3.7776 0.6997 2.1690 0.139 0.747 0.352
H 4.1939 0.1501 -0.2209 -2.130 0.639 1.472
H 2.4404 -0.3126 -0.5261 1.166 1.496 2.409
H 2.8274 1.4366 0.0865 0.484 -1.373 -0.300
```
Forces are in eV/Å.

Output
- Orbital gap: 7.71 eV
- Net charge: 0

Atomic charges from the natural (NBO) analysis, expressed in e, are listed below: C -0.6689; C -0.0995; O -0.5753; C -0.0691; C -0.3922; H 0.1996; C -0.2111; N -0.6089; C 0.6882; O -0.7373; C -0.4668; H 0.2141; C -0.3911; C 0.6378; O -0.6304; N -0.5080; N -0.3662; C 0.6349; N -0.4501; C 0.1499; C -0.2100; C -0.2001; C -0.2318; C -0.1758; C -0.1553; C 0.3960; N -0.4438; C 0.3464; N -0.3718; N -0.2303; C -0.6406; H 0.2234; H 0.2177; H 0.1995; H 0.2306; H 0.2196; H 0.2232; H 0.2100; H 0.3948; H 0.4865; H 0.2395; H 0.1549; H 0.2438; H 0.3859; H 0.2311; H 0.2675; H 0.2094; H 0.1875; H 0.1663; H 0.1831; H 0.1768; H 0.2289; H 0.2475; H 0.2401